[1]
C33H60O33 | ωB97M-V/def2-TZVPD

CARTESIAN COORDINATES (ANGSTROEM)
C  2.85  3.80  13.77
O  2.21  3.27  14.91
C  2.68  3.65  16.18
O  3.54  4.58  16.39
O  1.99  2.89  17.05
C  1.93  3.11  18.50
H  2.39  3.32  12.91
H  3.93  3.89  13.88
H  2.42  4.80  13.66
H  2.75  3.74  18.84
H  2.04  2.14  19.00
H  0.91  3.34  18.80
C  5.22  -1.49  3.74
O  5.83  -2.38  4.68
C  6.25  -1.89  5.95
O  5.68  -0.99  6.68
O  7.26  -2.74  6.37
C  7.83  -2.48  7.66
H  5.04  -0.49  4.13
H  4.28  -1.93  3.41
H  5.97  -1.45  2.94
H  7.91  -3.39  8.25
H  7.36  -1.71  8.27
H  8.82  -2.10  7.40
C  22.39  7.29  18.91
O  21.29  8.11  18.51
C  20.29  7.61  17.62
O  20.28  6.46  17.21
O  19.28  8.42  17.50
C  18.29  8.25  16.57
H  23.28  7.72  18.46
H  22.43  6.26  18.56
H  22.37  7.23  20.00
H  18.51  7.81  15.60
H  17.81  9.21  16.38
H  17.57  7.56  17.01
C  11.28  12.96  20.25
O  10.17  12.78  19.32
C  10.36  12.09  18.24
O  11.39  11.63  17.75
O  9.14  11.85  17.73
C  8.93  11.03  16.69
H  12.13  13.55  19.92
H  11.63  12.01  20.66
H  10.97  13.50  21.15
H  9.71  10.97  15.93
H  8.03  11.36  16.18
H  8.82  10.05  17.15
C  3.37  9.00  9.28
O  2.82  8.24  8.21
C  3.24  8.43  6.97
O  4.13  9.17  6.58
O  2.66  7.45  6.19
C  1.57  6.62  6.61
H  4.37  8.58  9.29
H  2.81  8.83  10.20
H  3.21  10.02  8.95
H  0.64  7.13  6.39
H  1.64  6.47  7.68
H  1.63  5.64  6.13
C  15.52  2.59  20.01
O  14.46  1.86  20.38
C  14.40  1.60  21.63
O  15.33  1.55  22.43
O  13.08  1.50  21.85
C  12.51  1.36  23.12
H  15.58  2.69  18.92
H  16.38  2.05  20.40
H  15.50  3.62  20.37
H  12.50  2.31  23.65
H  12.86  0.47  23.63
H  11.46  1.07  23.00
C  18.35  -2.71  11.28
O  18.49  -3.30  12.50
C  17.47  -3.37  13.45
O  16.32  -2.90  13.37
O  18.02  -3.84  14.57
C  17.21  -4.08  15.68
H  17.89  -1.73  11.44
H  17.80  -3.25  10.51
H  19.33  -2.59  10.82
H  16.13  -4.15  15.53
H  17.65  -3.40  16.42
H  17.41  -5.02  16.19
C  12.54  11.87  6.89
O  11.46  12.39  6.13
C  10.60  13.32  6.61
O  10.55  13.83  7.68
O  9.72  13.76  5.56
C  9.73  13.19  4.30
H  12.49  12.11  7.95
H  13.48  12.27  6.53
H  12.54  10.78  6.93
H  10.64  13.49  3.79
H  8.91  13.60  3.70
H  9.78  12.10  4.28
O  13.06  4.23  5.50
C  11.91  4.41  5.23
O  11.40  5.55  4.67
C  10.04  5.60  4.87
C  9.60  4.17  5.06
O  10.81  3.62  5.48
H  9.98  6.14  5.82
H  9.58  6.06  3.99
H  9.14  3.78  4.15
H  8.86  4.28  5.86
O  7.39  -2.62  19.80
C  7.80  -2.31  18.73
O  9.00  -2.61  18.31
C  9.22  -2.42  16.93
C  7.89  -1.93  16.50
O  7.09  -1.81  17.73
H  10.07  -1.80  16.66
H  9.45  -3.45  16.66
H  7.38  -2.66  15.88
H  8.03  -0.99  15.96
O  10.23  5.56  11.15
C  11.28  4.90  11.28
O  11.33  3.56  11.65
C  12.64  3.12  11.55
C  13.48  4.41  11.59
O  12.51  5.40  11.30
H  12.77  2.44  12.39
H  12.66  2.63  10.58
H  14.37  4.41  10.96
H  13.82  4.76  12.56

Calculated values
- SMILES string = COC(=O)OC.COC(=O)OC.COC(=O)OC.COC(=O)OC.COC(=O)OC.COC(=O)OC.COC(=O)OC.COC(=O)OC.O=C1OCCO1.O=C1OCCO1.O=C1OCCO1
- max |F| (eV/Å) = 6.43
- HOMO energy (eV) = -10.602
- frontier orbital gap (eV) = 10.711
- calculated total energy (eV) = -102753.42626
- relative energy (zero: lowest compared OMol25 entry of this formula, charge and spin) (kcal per mole) = 203.3

---

[2]
C33H61FNO13S6 | ωB97M-V/def2-TZVPD

CARTESIAN COORDINATES (ANGSTROEM)
C  0.15  0.17  -2.04
C  -0.63  -0.35  -0.85
O  -0.10  -1.05  0.03
N  -2.13  -0.11  -0.57
H  -2.26  0.83  -0.92
H  -2.61  -0.88  -1.09
C  -2.57  -0.30  0.79
H  0.45  -0.76  -2.55
H  1.09  0.68  -1.78
H  -0.38  0.92  -2.58
H  -1.90  0.01  1.57
H  -2.46  -1.62  1.01
H  -3.57  0.06  0.76
F  2.81  6.92  -1.17
C  2.82  5.63  -1.36
C  4.07  5.12  -1.67
C  4.15  3.70  -1.93
C  2.94  2.96  -1.89
C  1.69  3.59  -1.51
C  1.67  4.92  -1.24
H  4.98  5.51  -1.84
H  4.96  3.36  -2.21
H  3.09  1.87  -2.20
H  0.81  3.04  -1.92
H  0.73  5.45  -1.03
C  2.03  3.99  2.31
C  2.81  2.70  2.31
C  1.98  1.56  2.31
S  0.37  2.15  2.87
O  0.07  1.47  4.06
O  -0.46  2.26  1.72
C  0.96  3.78  3.35
H  1.62  4.20  1.26
H  2.48  4.99  2.67
H  3.43  2.70  3.17
H  3.38  2.58  1.53
H  2.32  0.90  2.80
H  1.90  1.26  1.18
H  1.16  3.85  4.42
H  -0.15  4.29  3.47
C  3.58  -2.64  2.06
C  4.96  -2.10  2.00
C  5.18  -1.20  0.97
S  3.88  -1.54  -0.18
O  4.36  -2.00  -1.51
O  2.88  -0.48  -0.10
C  3.26  -2.93  0.62
H  2.83  -1.85  2.39
H  3.35  -3.35  2.69
H  5.62  -2.92  1.79
H  5.12  -1.52  3.00
H  6.16  -1.50  0.54
H  5.06  -0.30  1.27
H  3.85  -3.80  0.37
H  2.18  -3.07  0.40
C  -5.89  5.66  -1.55
C  -4.66  5.98  -0.70
C  -4.48  5.17  0.40
S  -5.29  3.64  0.00
O  -6.01  3.10  1.12
O  -4.43  2.79  -0.73
C  -6.42  4.32  -1.19
H  -5.40  5.62  -2.59
H  -6.70  6.48  -1.60
H  -4.73  7.13  -0.75
H  -3.92  5.69  -1.26
H  -4.87  5.55  1.14
H  -3.46  4.95  0.69
H  -7.23  4.64  -0.79
H  -6.76  3.78  -2.00
C  -4.67  -5.59  0.76
C  -5.93  -5.97  -0.01
C  -6.24  -4.94  -0.93
S  -4.82  -4.18  -1.53
O  -4.76  -2.74  -1.55
O  -4.47  -5.02  -2.70
C  -3.87  -4.73  -0.25
H  -4.28  -6.57  1.12
H  -5.04  -4.99  1.60
H  -6.75  -6.12  0.67
H  -5.67  -6.78  -0.72
H  -6.84  -4.29  -0.27
H  -6.99  -5.13  -1.76
H  -3.33  -3.97  0.16
H  -3.07  -5.29  -0.76
C  3.42  -2.17  -5.91
C  4.09  -1.20  -6.86
C  3.53  0.15  -6.58
S  3.38  0.18  -4.80
O  2.15  0.78  -4.27
O  4.59  0.64  -4.16
C  3.38  -1.53  -4.65
H  3.92  -2.94  -5.92
H  2.50  -2.26  -6.39
H  4.00  -1.44  -7.99
H  5.25  -1.26  -6.52
H  2.64  0.11  -6.88
H  4.16  1.05  -6.88
H  2.60  -1.73  -4.08
H  4.25  -2.06  -3.83
C  -0.43  -3.63  6.01
C  0.86  -2.95  5.80
C  0.73  -2.09  4.68
S  -0.42  -2.64  3.63
O  0.22  -3.23  2.50
O  -1.33  -1.46  3.46
C  -1.07  -3.90  4.65
H  -1.25  -2.88  6.37
H  -0.22  -4.58  6.83
H  1.46  -3.74  5.49
H  1.33  -2.65  6.70
H  1.77  -1.85  4.06
H  0.46  -1.04  5.14
H  -0.73  -5.00  4.13
H  -2.15  -3.96  4.68

Calculated values
- max |F| (eV/Å) = 13.53
- HOMO energy (eV) = -10.534
- frontier orbital gap (eV) = 8.379
- calculated total energy (eV) = -131021.52928
- relative energy (zero: lowest compared OMol25 entry of this formula, charge and spin) (kcal per mole) = 116.9
- total charge = +1

---

> Among the records above, which one has the lowest max |F|?

C33H60O33

---

> Look up the max |F| of the first one.

6.43 eV/Å